# 1
# C13H18N

The ion C13H18N with charge +1 at a distorted geometry (ωB97M-V/def2-TZVPD, the OMol25 dataset).

XYZ file:
```
32
Properties=species:S:1:pos:R:3:forces:R:3:lowdin_charge:R:1
C -3.40507 0.90473 -1.87017 0.59 -0.44 1.59 0.115
C -3.33463 0.58729 -0.57627 0.01 0.03 -0.69 -0.341
C -3.94718 1.35308 0.54334 0.19 -1.51 0.21 -0.018
N -2.67894 -0.69288 -0.12952 -1.97 -0.39 -0.07 0.076
C -1.34894 -0.51115 0.70036 -0.96 -2.80 -1.54 -0.266
C -0.84167 -1.98820 0.86759 -0.52 1.36 2.21 -0.044
C -0.46156 0.29363 -0.24214 -0.88 -0.10 1.23 -0.065
C 0.82633 0.19748 -0.21568 1.60 -0.01 0.06 0.034
C 2.14864 0.18860 -0.19571 -0.91 -0.35 0.10 -0.200
C 2.93145 -0.61002 -1.10695 -0.64 -1.57 -0.94 -0.059
C 4.25410 -0.75924 -0.99243 -0.40 -1.23 -0.83 -0.083
C 4.97324 -0.17975 0.09093 1.46 1.75 1.38 -0.088
C 4.35015 0.68948 0.92616 0.85 -1.69 -0.79 -0.061
C 2.91655 1.03541 0.77350 1.74 0.68 -3.58 -0.110
H -2.92168 0.27781 -2.61235 -0.28 0.33 -0.24 0.090
H -3.84533 1.87292 -2.04636 -0.13 -0.10 -0.70 0.094
H -4.74283 1.97366 0.28387 -1.47 0.71 -1.02 0.080
H -3.36959 1.98603 1.13930 1.91 0.96 0.55 0.080
H -4.30827 0.66154 1.27485 -0.65 -0.66 0.50 0.085
H -2.45690 -1.29752 -0.96132 -0.06 0.86 0.83 0.182
H -3.48269 -1.22985 0.36717 2.00 0.88 -0.50 0.216
H -1.62520 -0.20591 1.70577 -0.05 0.94 -0.25 0.144
H -0.69191 -2.39441 -0.13680 0.55 -0.28 0.51 0.084
H -1.56619 -2.63394 1.52585 1.33 1.22 -1.34 0.120
H 0.06612 -1.72241 1.50546 -0.61 -1.40 -1.19 0.113
H -0.98008 0.97724 -0.89151 0.05 0.43 -0.07 0.095
H 2.41443 -1.29714 -1.80957 0.20 0.93 0.33 0.127
H 4.70137 -1.47089 -1.70557 0.14 0.58 0.55 0.123
H 6.07757 -0.31530 0.20271 -1.18 -0.07 -0.18 0.124
H 4.91021 1.18769 1.69367 0.09 0.15 0.29 0.107
H 2.99418 2.00259 0.23285 -0.40 0.15 0.64 0.160
H 2.44429 1.11943 1.65897 -1.63 0.66 2.93 0.086
```
Positions in Å, forces in eV/Å.

Values from the calculation:
Relative energy (zero: lowest compared OMol25 entry of this formula, charge and spin) = 447.5 kJ/mol
Energy = -560.5220 a.u.
E_HOMO = -0.388 hartree
Total charge = +1
SMILES = C=C(C)[NH2+][C@@H](C)C=C=C1C=CC=CC1

---

# 2
# C24H25ClIrN2OP

A structure of composition C24H25ClIrN2OP at a distorted geometry (ωB97M-V/def2-TZVPD, the OMol25 dataset).

XYZ file:
```
55
Properties=species:S:1:pos:R:3:forces:R:3:lowdin_spin:R:1
Ir -0.10328 -0.31758 -0.07364 -1.14 -1.17 -0.82 1.093
Cl 1.35305 -2.22199 0.17043 0.90 -0.56 -0.07 0.304
C -0.27856 1.54994 0.11437 -0.41 5.58 1.65 0.196
O -0.33648 2.70779 0.23938 0.09 -3.20 -0.74 0.093
P 0.05700 -0.15841 -2.27953 -0.26 0.31 -3.32 0.131
C -1.49170 -0.43994 -3.22962 0.02 -0.33 -0.18 0.011
C 0.50693 1.52019 -2.89975 0.19 -0.05 0.05 0.024
C 1.31640 -1.19387 -3.08093 -1.96 -0.22 -1.79 0.180
C 1.73769 1.78724 -3.50925 -0.16 0.23 0.04 0.024
C 2.01113 3.05987 -4.01458 -0.09 -0.10 0.01 0.001
C 1.05829 4.07462 -3.92069 0.01 -0.17 0.14 0.014
C -0.16329 3.81709 -3.29521 0.04 -0.14 -0.03 0.001
C -0.44181 2.54668 -2.79666 0.01 0.01 -0.03 0.011
H 2.48084 1.00120 -3.61656 -0.01 0.18 -0.03 0.007
H 2.96822 3.24537 -4.49747 -0.21 0.00 0.09 0.000
H 1.26446 5.06166 -4.33313 -0.03 -0.26 0.13 0.001
H -0.91218 4.60191 -3.20332 0.17 -0.18 -0.06 0.000
H -1.42209 2.34960 -2.35844 0.23 0.07 -0.10 0.001
C -2.51198 -1.23993 -2.69812 -0.10 0.30 -0.01 0.009
C -3.74004 -1.35968 -3.35527 0.28 -0.11 -0.10 0.001
C -3.90352 -0.78593 -4.61863 0.06 0.02 0.17 -0.001
C -2.86500 -0.04980 -5.19834 0.15 -0.21 0.21 0.002
C -1.66606 0.12908 -4.50246 -0.23 0.00 -0.12 0.002
H -2.33877 -1.75419 -1.75446 -0.25 0.08 -0.22 0.009
H -4.55457 -1.91409 -2.88233 0.32 0.10 -0.27 0.000
H -4.84028 -0.92975 -5.15658 0.22 0.13 0.15 0.000
H -2.98563 0.38138 -6.19348 0.04 -0.12 0.32 0.000
H -0.86898 0.70873 -4.96918 -0.20 -0.05 0.20 0.000
C 1.05579 -1.93392 -4.23828 -0.21 0.56 0.80 0.036
C 2.06607 -2.72704 -4.79062 -1.20 0.04 -0.59 0.279
C 3.31259 -2.81815 -4.17086 2.02 0.46 1.81 0.141
C 3.57200 -2.07373 -3.01653 0.63 -1.04 -1.06 0.040
C 2.59148 -1.23081 -2.50039 0.97 -0.32 1.01 0.299
H 0.07475 -1.89815 -4.70698 0.22 0.01 0.12 -0.001
H 1.87488 -3.28234 -5.70802 0.03 0.09 0.19 0.011
H 4.09080 -3.46662 -4.57399 -0.26 0.18 0.06 0.004
H 4.52870 -2.13401 -2.50435 -0.11 -0.06 -0.25 -0.002
H 2.79328 -0.63883 -1.60985 0.06 0.03 -0.27 0.009
H -1.67683 -0.30617 -0.47508 0.28 0.13 0.49 0.012
H -1.29245 -1.43083 0.14011 -0.27 0.19 -0.37 0.111
C 1.72633 -0.43810 5.06269 0.18 0.02 -0.02 0.043
C 0.65375 -0.46692 4.06461 1.34 0.12 -0.24 0.214
C -0.72941 -0.38233 4.18559 -2.00 0.12 -1.13 0.139
C -1.25604 -0.38364 2.87839 0.33 0.07 2.63 0.029
N -0.20527 -0.43321 2.01648 0.83 -0.88 1.44 0.439
N 0.92176 -0.51947 2.74858 0.19 0.10 0.32 0.039
C -2.68810 -0.32042 2.51755 -0.49 0.08 -0.39 0.004
H 1.57950 0.40350 5.74764 -0.03 -0.07 -0.05 0.013
H 1.67789 -1.34693 5.67130 0.07 0.00 0.01 0.018
H 2.70658 -0.35061 4.58128 -0.19 -0.11 0.23 0.000
H -1.29974 -0.30681 5.09675 0.06 -0.03 0.06 0.004
H 1.83130 -0.71062 2.31863 -0.58 0.07 -0.15 0.001
H -3.23019 -1.20706 2.87828 0.31 0.15 -0.08 -0.001
H -3.15751 0.54369 3.00675 0.15 -0.14 -0.18 0.000
H -2.83459 -0.24887 1.43598 -0.02 0.05 0.34 0.007
```
Positions in Å, forces in eV/Å.

Values from the calculation:
Multiplicity = 5
Relative energy (zero: lowest compared OMol25 entry of this formula, charge and spin) = 0.0 kJ/mol
Energy = -2019.4104 a.u.
E_HOMO (spin up / spin down) = -0.399 / -0.524 hartree
Total charge = +2
⟨S²⟩ = 6.0429

---

# 3
# C6H8NO3PS

The ion C6H8NO3PS with charge -2 at a distorted geometry (ωB97M-V/def2-TZVPD, the OMol25 dataset).

XYZ file:
```
20
Properties=species:S:1:pos:R:3:forces:R:3:lowdin_charge:R:1
C 1.27937 -2.62352 0.58858 1.23 -2.02 0.42 -0.316
C 0.66300 -1.90164 -0.37445 -1.27 0.97 -3.60 -0.196
C 1.17168 -2.02769 1.81343 0.33 -0.79 1.99 -0.425
C 0.00772 -0.73205 0.09891 0.43 -0.62 0.91 -0.481
C -1.09586 -0.25573 -2.09455 -1.72 0.09 2.42 -0.096
C -0.83782 0.08889 -0.64122 0.86 1.77 -0.28 -0.127
N 0.19698 2.37936 -0.48566 0.65 0.07 -0.89 -0.154
O -1.83500 3.15574 0.93170 0.42 -0.65 0.06 -0.488
O -0.17714 1.37222 1.85004 -0.76 1.82 -0.25 -0.665
O 0.52074 3.85689 1.67985 0.28 -0.10 -0.10 -0.482
P -0.35390 2.79657 1.04621 -0.73 -0.47 0.51 -0.013
S 0.29359 -0.48112 1.81986 0.74 -1.43 0.41 1.001
H 1.73568 -3.63485 0.49188 -0.10 0.89 -0.37 0.079
H 0.66007 -2.12918 -1.51252 -0.02 0.08 2.26 0.104
H 1.69068 -2.58332 2.69812 -1.09 1.57 -1.20 0.062
H -0.41013 -0.92627 -2.54097 0.16 -1.18 -0.19 0.030
H -2.19428 -0.49514 -2.06962 0.97 -0.48 -0.69 0.094
H -1.00377 0.61151 -2.63910 0.01 2.35 -1.22 0.029
H -1.51691 0.84240 -0.18424 0.55 -0.87 -0.17 0.084
H 1.20527 2.68693 -0.47624 -0.95 -0.98 -0.04 -0.042
```
Positions in Å, forces in eV/Å.

Values from the calculation:
Relative energy (zero: lowest compared OMol25 entry of this formula, charge and spin) = 75.1 kJ/mol
Energy = -1253.3479 a.u.
E_HOMO (spin up / spin down) = 0.017 / 0.016 hartree
Total charge = -2

---

# 4
# C5H33N2O10

A cluster of 11 separate species, C5H33N2O10 in total at a distorted geometry (ωB97M-V/def2-TZVPD, the OMol25 dataset).

XYZ file:
```
50
Properties=species:S:1:pos:R:3:forces:R:3:lowdin_spin:R:1
C -2.17450 -0.82178 1.11630 -1.40 -0.18 0.16 0.029
C -1.65896 -0.15501 -0.17183 -1.59 -1.10 -0.75 0.026
C -0.20039 -0.41266 -0.34834 2.24 -3.14 2.21 0.019
C 0.51978 0.07410 -1.54476 1.33 1.01 0.04 0.018
C 1.67080 0.77609 -1.44695 -2.28 -0.72 -6.09 0.034
N 0.00746 -0.26700 -2.80080 -0.58 0.27 -0.59 0.008
N -1.88821 1.34384 -0.13723 4.57 0.55 -2.01 0.042
H -1.71120 -0.70785 2.11059 0.25 0.99 -1.08 0.006
H -3.22416 -0.47152 1.21986 0.38 -0.68 0.11 0.010
H -2.10513 -1.91062 1.02977 -0.55 0.14 -0.64 0.002
H -2.23312 -0.60000 -1.12158 0.98 1.12 2.16 0.005
H -0.03032 -1.59757 -0.39713 -0.81 2.60 0.01 0.002
H 0.37120 -0.20764 0.67234 -1.16 0.28 -2.34 0.010
H 2.15536 0.99704 -0.60523 1.50 1.07 2.88 0.007
H 2.13323 1.04148 -2.48493 -0.49 -0.27 2.12 0.006
H -0.76344 -0.93619 -2.94602 0.92 0.16 0.55 0.002
H 0.71382 -0.26993 -3.52674 -0.27 -0.17 0.11 0.004
H -2.78018 1.77342 -0.28796 -1.03 -0.07 0.26 0.058
H -1.23557 1.73909 -0.94785 -1.88 -0.55 1.53 0.013
H -1.35419 1.76525 0.67348 -1.35 -0.31 -0.05 0.018
H 0.20134 2.92409 -1.74683 -0.04 -0.08 1.00 0.012
H 0.21511 4.18428 -0.89443 -0.11 -0.99 0.64 0.035
O 0.20323 3.19580 -0.78431 0.10 1.51 -1.45 0.102
H -0.71693 1.52608 -3.28654 0.93 -3.46 -1.20 0.007
H -1.08538 2.93939 -3.86662 0.18 -0.99 1.08 0.016
O -0.94835 2.37810 -3.05842 -1.20 4.37 -0.11 0.061
H 3.41602 -1.02364 -0.45211 2.34 0.58 -0.77 0.004
H 2.55115 -0.60184 0.89645 1.16 -0.67 -1.49 0.005
O 2.62987 -1.10244 0.01417 -2.74 -1.14 3.03 0.013
H 2.40494 1.07265 1.93238 -0.34 -0.98 1.15 0.009
H 3.49367 0.20791 2.73546 -0.99 -0.18 -0.16 0.013
O 2.55432 0.18079 2.43400 1.25 1.41 -0.93 0.038
H 0.97016 -0.27250 2.87125 -1.07 0.25 0.65 0.008
H -0.00869 -0.31048 4.09928 0.11 -0.09 -0.55 0.020
O -0.00530 -0.28144 3.12145 1.32 -0.36 0.60 0.055
H 0.83776 2.45616 0.63127 1.06 0.11 0.92 0.012
H 0.86195 2.82534 2.11555 -0.83 0.76 1.27 0.025
O 1.35114 2.32428 1.49300 0.30 -0.78 -2.25 0.056
H -0.86510 1.26955 2.86291 1.36 -1.93 0.89 0.012
H -1.80164 2.41169 3.28977 0.28 -0.24 -0.65 0.031
O -1.36019 1.98141 2.52682 -1.70 2.48 -0.25 0.113
H -0.19774 -3.46036 0.37448 -0.66 0.66 -1.05 0.001
H -1.16342 -4.38896 -0.11174 -1.24 -2.59 -0.16 0.001
O -0.99793 -3.49487 -0.26765 1.92 1.26 1.30 0.005
H 1.76484 -2.53847 0.89637 -1.12 -0.77 0.52 0.003
H 0.45344 -2.34488 1.71697 0.13 0.11 0.38 0.006
O 1.01752 -3.04523 1.36230 1.20 0.80 -0.53 0.011
H -0.92727 -3.36029 -3.39915 -0.10 -0.01 -0.38 0.001
H -0.90908 -3.05315 -1.96064 0.94 -0.72 2.77 0.001
O -1.34512 -2.80888 -2.73550 -1.23 0.66 -2.86 0.004
```
Positions in Å, forces in eV/Å.

Values from the calculation:
Multiplicity = 2
Relative energy (zero: lowest compared OMol25 entry of this formula, charge and spin) = 219.7 kJ/mol
Energy = -1072.0355 a.u.
E_HOMO (spin up / spin down) = -0.077 / -0.298 hartree
Total charge = 0
⟨S²⟩ = 0.7503